*P*
A molecular structure, C28H65F3N7O8PbS. Source: the OMol25 dataset; level of theory: ωB97M-V with the def2-TZVPD basis set.

Output
* molar mass: 924.13 g/mol
* charge: +1
* LUMO energy: -8.3 eV
* E_HOMO: -9.3 eV
* Kohn-Sham gap: 1.0 eV

Last column: Löwdin charge in e.
Atoms and positions in Å:
Pb -4.9833 -2.1615 -4.4432  1.4334
C 0.7220 -1.1350 -0.3081  -0.6744
F 1.0639 -1.8832 -1.3233  0.1658
F 0.3725 -1.8979 0.7220  0.1340
F 1.6791 -0.2846 0.0814  0.1366
S -0.7957 -0.0253 -0.7649  0.5525
O -0.2846 0.8598 -1.8513  -0.3248
O -1.8940 -0.8331 -1.3659  -0.3418
O -1.1293 0.7149 0.4647  -0.3011
C 8.8212 -3.1533 4.4064  -0.0741
C 8.6031 -2.2918 3.1377  -0.2514
N 9.2482 -0.9677 3.1532  -0.1816
C 9.6261 -0.5435 1.8133  -0.2494
C 10.7337 0.5272 1.9235  -0.0762
C 8.4926 -0.0217 3.9432  -0.2326
C 7.2904 0.6331 3.2102  -0.0807
H 9.8994 -3.1752 4.5651  0.0757
H 8.3622 -4.1284 4.2436  0.0698
H 8.3387 -2.7149 5.2800  0.0589
H 8.9594 -2.9065 2.3111  0.1055
H 7.5464 -2.1499 2.9114  0.1054
H 10.0435 -1.4101 1.3005  0.1088
H 8.7806 -0.2240 1.2043  0.1094
H 10.3398 1.5352 2.0540  0.0646
H 11.3764 0.3567 2.7872  0.0770
H 11.3219 0.4616 1.0082  0.0685
H 9.1736 0.7838 4.2182  0.1089
H 8.1486 -0.3788 4.9139  0.1105
H 6.6796 -0.0320 2.5999  0.0627
H 7.6239 1.3733 2.4829  0.0638
H 6.6066 1.0381 3.9562  0.0726
C -8.5813 -0.4966 7.5564  -0.0892
C -7.5702 -0.1132 6.4601  -0.2475
N -8.2129 0.2536 5.1863  -0.1596
C -7.2077 0.4752 4.1166  -0.2756
C -6.5357 -0.7898 3.6508  -0.0914
C -9.1834 1.3478 5.3928  -0.2403
C -9.6643 2.0226 4.0834  -0.0928
H -8.0358 -0.7703 8.4595  0.0724
H -9.1656 -1.3867 7.3229  0.0770
H -9.2866 0.3025 7.7849  0.0598
H -6.9265 0.6712 6.8582  0.1163
H -6.9399 -0.9780 6.2530  0.0959
H -7.6637 0.9259 3.2351  0.0931
H -6.4450 1.1911 4.4231  0.1160
H -7.3113 -1.3811 3.1641  0.0805
H -5.6827 -0.6122 2.9958  0.0732
H -6.0647 -1.1863 4.5502  0.0568
H -8.8995 2.1242 6.1032  0.1144
H -9.9665 0.8323 5.9488  0.0964
H -9.9467 1.3426 3.2797  0.0716
H -8.9334 2.7641 3.7608  0.0696
H -10.6004 2.5627 4.2250  0.0672
C 2.9679 5.1018 -1.6216  -0.0058
C 3.3366 5.3182 -3.0881  -0.5855
O 4.0889 6.2188 -3.4313  0.0392
N 2.7717 4.4577 -3.8947  -0.0036
C 2.9833 4.3987 -5.3033  -0.0721
H 3.1516 4.0904 -1.2593  0.0767
H 1.9183 5.3762 -1.5168  0.0796
H 3.5361 5.7458 -0.9504  0.0802
H 2.1579 3.7880 -3.4533  0.1429
H 3.5785 3.5154 -5.5347  0.0796
H 3.5283 5.2262 -5.7575  0.0928
H 2.0416 4.1853 -5.8089  0.0767
C -4.6700 3.6103 -7.7162  0.0083
C -3.7234 2.9718 -6.6789  -0.5393
O -3.6583 1.7265 -6.6252  -0.0463
N -2.9384 3.7168 -5.9028  0.0193
C -2.8312 5.1838 -5.8661  -0.0609
H -4.7786 2.8924 -8.5292  0.0816
H -4.2787 4.5519 -8.1013  0.0689
H -5.6300 3.7964 -7.2346  0.0849
H -2.4001 3.2657 -5.1770  0.1422
H -2.5851 5.5877 -6.8481  0.0827
H -1.9885 5.4087 -5.2122  0.0865
H -3.7157 5.6845 -5.4724  0.0870
C 1.3945 -2.1532 -6.9352  0.0059
C 0.1777 -2.9764 -7.4476  -0.5784
O -0.7841 -3.0651 -6.7296  0.0037
N 0.2050 -3.6044 -8.6285  0.0288
C 1.4352 -3.6821 -9.4952  -0.0543
H 1.9316 -2.7306 -6.1826  0.0867
H 1.0249 -1.2636 -6.4252  0.0799
H 2.0791 -1.8300 -7.7193  0.0635
H -0.5840 -4.2109 -8.8006  0.1357
H 1.5663 -4.5964 -10.0738  0.0808
H 2.3159 -3.7451 -8.8560  0.0733
H 1.5167 -2.8074 -10.1405  0.0831
C -1.9281 -6.1968 -0.0813  0.0100
C -2.3447 -6.4116 -1.5254  -0.5583
O -3.2818 -5.7218 -1.9769  -0.0511
N -1.7478 -7.2313 -2.3696  0.0131
C -0.5386 -7.9958 -2.0621  -0.0596
H -2.4938 -5.3792 0.3655  0.0855
H -0.8709 -5.9325 -0.0583  0.0834
H -2.1245 -7.1273 0.4514  0.0881
H -2.2252 -7.2684 -3.2588  0.1442
H -0.4346 -8.7863 -2.8053  0.0869
H -0.6018 -8.5632 -1.1335  0.0850
H 0.3063 -7.3090 -2.0120  0.0882
C 0.8377 4.1249 4.4009  -0.0006
C 0.4584 2.9871 5.3990  -0.5639
O 0.7433 3.2035 6.5653  0.0250
N -0.2494 1.9555 4.9784  0.0096
C -0.6424 0.7986 5.7737  -0.0569
H 1.9181 4.2377 4.3102  0.0749
H 0.4807 5.0838 4.7766  0.0779
H 0.4640 3.9520 3.3917  0.0597
H -0.5097 1.9650 4.0026  0.1342
H -1.7168 0.7515 5.9510  0.0762
H -0.0931 0.7421 6.7134  0.0888
H -0.4898 -0.0998 5.1755  0.0758


*Q*
A molecular structure, C28H65F3N7O8PbS. Source: the OMol25 dataset; level of theory: ωB97M-V with the def2-TZVPD basis set.

Output
* molar mass: 924.13 g/mol
* charge: +1
* LUMO energy: -3.4 eV
* E_HOMO: -9.6 eV
* Kohn-Sham gap: 6.2 eV

Last column: Löwdin charge in e.
Atoms and positions in Å:
Pb 3.3390 -2.5923 1.6486  1.6508
C 0.6212 0.6496 -0.6262  -0.6765
F 1.7131 0.5070 -1.3875  0.1393
F 0.7942 1.6917 0.1871  0.1327
F -0.4319 0.8640 -1.3727  0.1676
S 0.2693 -0.8435 0.3536  0.4912
O 0.0158 -1.8112 -0.6843  -0.3055
O 1.4761 -1.2097 1.1133  -0.4683
O -0.8320 -0.4615 1.1525  -0.2492
C -0.5858 6.3621 -3.4066  -0.0884
C -0.5016 4.9191 -3.8611  -0.2841
N -1.6918 4.4902 -4.5675  -0.1968
C -1.4473 3.4423 -5.5494  -0.2718
C -2.5640 3.3287 -6.5770  -0.0853
C -2.7892 4.1879 -3.6617  -0.2370
C -2.7664 2.8156 -2.9890  -0.0842
H -0.8519 6.9802 -4.2611  0.0787
H 0.3678 6.6659 -2.9759  0.0692
H -1.3464 6.4992 -2.6362  0.0635
H 0.3694 4.8190 -4.5154  0.1080
H -0.2821 4.2499 -2.9979  0.1097
H -0.5254 3.7099 -6.0669  0.1072
H -1.2651 2.4575 -5.0758  0.1080
H -3.3871 2.7007 -6.2294  0.0665
H -2.9749 4.3167 -6.7780  0.0790
H -2.1762 2.9101 -7.5053  0.0703
H -3.7247 4.2460 -4.2346  0.1153
H -2.8989 4.9637 -2.9055  0.1077
H -1.7642 2.5223 -2.6570  0.0487
H -3.0796 2.0245 -3.6744  0.0662
H -3.3958 2.8254 -2.0986  0.0637
C -1.2825 2.3704 7.7283  -0.0901
C -1.2454 1.7125 6.3669  -0.2772
N -0.7054 0.3603 6.3628  -0.1846
C -0.5794 -0.1388 5.0181  -0.2673
C 0.5619 0.5449 4.2362  -0.0742
C -1.4547 -0.5172 7.2638  -0.2691
C -1.1702 -1.9793 7.1154  -0.1116
H -1.7056 3.3719 7.6282  0.0778
H -0.2772 2.5006 8.1375  0.0819
H -1.8763 1.8195 8.4518  0.0618
H -2.2659 1.7366 5.9299  0.1251
H -0.6051 2.3221 5.7315  0.0936
H -0.3743 -1.2074 5.0506  0.0894
H -1.5330 -0.0466 4.4486  0.1263
H 1.5039 0.2791 4.7113  0.0793
H 0.5413 0.2423 3.1885  0.0342
H 0.3548 1.6144 4.1943  0.0482
H -2.5512 -0.3488 7.2097  0.1289
H -1.1896 -0.1968 8.2741  0.1074
H -0.1006 -2.1971 7.0768  0.0801
H -1.6857 -2.4043 6.2557  0.0702
H -1.5331 -2.5127 7.9996  0.0791
C -3.2838 -1.5217 -2.5663  0.0002
C -2.6049 -2.4950 -3.5003  -0.5363
O -3.1785 -3.0234 -4.4297  0.0550
N -1.2775 -2.7495 -3.2011  0.0043
C -0.4467 -3.6266 -4.0014  -0.0833
H -2.7346 -0.5834 -2.4709  0.0675
H -3.3921 -1.9818 -1.5795  0.0842
H -4.2755 -1.2914 -2.9403  0.0860
H -0.8694 -2.2925 -2.4026  0.0646
H 0.2791 -3.0511 -4.6008  0.0779
H -1.0491 -4.1971 -4.6948  0.0803
H 0.1573 -4.2796 -3.3611  0.0681
C 1.8186 -6.7228 0.8926  0.0244
C 1.4646 -5.3304 0.5156  -0.5052
O 2.3967 -4.4607 0.4289  -0.2226
N 0.2202 -5.0649 0.2484  0.0668
C -0.8888 -6.0043 0.2931  -0.0342
H 2.8458 -6.8980 0.5953  0.0957
H 1.1668 -7.4531 0.4231  0.0802
H 1.7276 -6.8265 1.9754  0.1104
H -0.0183 -4.0831 0.0777  0.1383
H -0.6980 -6.8706 -0.3377  0.0923
H -1.7576 -5.4948 -0.1116  0.0977
H -1.1128 -6.3288 1.3080  0.1012
C 2.7587 -2.4569 -2.7158  0.0257
C 3.9182 -2.6948 -1.8384  -0.4622
O 3.8723 -2.3287 -0.6243  -0.1926
N 5.0086 -3.2830 -2.3325  0.0487
C 5.2345 -3.5996 -3.7079  -0.0578
H 2.7509 -1.4063 -3.0034  0.1133
H 1.8617 -2.6401 -2.1254  0.0758
H 2.7407 -3.0806 -3.6013  0.0799
H 5.7867 -3.3254 -1.6936  0.1552
H 6.2969 -3.5589 -3.9269  0.0985
H 4.7883 -2.8385 -4.3457  0.0942
H 4.8288 -4.5733 -3.9649  0.0999
C 3.4326 1.9232 1.5537  0.0277
C 4.2863 0.7564 1.2151  -0.4822
O 4.1082 -0.3518 1.7822  -0.2109
N 5.2339 0.9119 0.2863  0.0479
C 5.4524 2.1206 -0.4888  -0.0444
H 2.6588 1.6002 2.2381  0.0836
H 2.9747 2.3272 0.6522  0.0846
H 4.0440 2.6977 2.0203  0.1095
H 5.8111 0.0981 0.1513  0.1476
H 6.4243 2.0575 -0.9668  0.0941
H 5.5051 2.9915 0.1644  0.0935
H 4.6622 2.2635 -1.2214  0.0931
C -4.3480 0.9654 0.3388  0.0014
C -3.7953 2.0850 1.1534  -0.5565
O -4.4767 3.0640 1.4266  0.0377
N -2.5290 1.8951 1.6182  0.0166
C -1.8296 2.8940 2.3726  -0.0638
H -4.5676 1.3268 -0.6664  0.0751
H -5.2894 0.6560 0.7832  0.0904
H -3.6716 0.1110 0.2521  0.0644
H -2.0488 1.0341 1.3980  0.0683
H -1.7259 2.6034 3.4256  0.0649
H -2.3514 3.8387 2.2982  0.0860
H -0.8056 2.9915 1.9935  0.0737


Computed energies relative to the best structure, in kcal/mol: *P* 262.9; *Q* 0.0